Entry 1:
Molecular formula: C34H102N8O13
Method: DFT, ωB97M-V/def2-TZVPD

Geometry as ORCA input:
```
! RIJCOSX wB97M-V def2-TZVPD def2/J DEFGRID3
* xyz 0 1
O -12.3066 -7.1633 4.3607
O -13.0982 -14.7083 14.8697
O -20.2876 -15.2148 9.3085
O -21.7346 -10.0340 4.6576
O -27.1713 -9.6930 15.0482
O -8.7785 -11.2321 10.9888
O -19.9511 -7.2570 22.2642
O -16.9733 -17.5088 14.4910
O -14.7423 -12.9613 8.2419
O -12.1872 -9.1367 20.5593
O -23.3899 -16.6740 20.0073
O -24.7084 -2.1732 13.2181
O -17.9265 -12.4971 13.2451
N -22.0964 -13.5926 4.7338
N -21.6731 -9.9754 23.9466
N -23.1890 -17.4003 23.7913
N -7.4868 -13.7458 10.4647
N -27.3620 -12.5300 12.6828
N -15.3473 -9.3366 4.7705
N -10.2106 -10.9076 23.2547
N -28.2395 -1.2802 12.9765
C -19.1660 -10.9016 14.7004
C -19.5079 -7.0627 20.9359
C -9.8925 -10.3372 11.1838
C -12.4204 -10.0704 19.5853
C -26.0890 -2.4073 12.8181
C -26.9150 -1.3868 13.5545
C -23.6999 -3.1554 12.8456
C -22.3723 -11.2085 5.2024
C -23.2607 -16.4003 21.3879
C -14.4291 -7.6211 6.3179
C -22.0934 -8.9194 5.4902
C -24.2882 -18.6531 22.1325
C -18.4720 -11.1970 13.3621
C -23.0222 -12.1788 2.9522
C -7.1394 -12.5724 9.7445
C -6.4840 -12.9018 8.3614
C -22.1403 -12.2837 4.1661
C -11.1417 -9.4005 21.4272
C -26.4562 -10.3012 12.2814
C -12.6918 -10.3457 23.3013
C -11.3815 -10.5787 22.3985
C -11.0655 -7.4708 3.7425
C -8.3808 -11.5782 9.7123
C -23.5859 -15.5341 19.1999
C -13.2303 -8.2594 4.1492
C -20.1684 -8.3482 24.9077
C -27.1439 -1.7038 15.0298
C -23.1875 -17.6279 22.3528
C -14.5731 -8.1000 4.8554
C -26.1479 -9.8594 16.0109
C -27.7045 -10.8561 14.4759
C -20.5515 -8.5491 22.4062
C -26.7988 -11.4077 13.3537
C -21.2424 -8.6124 23.8012
H -12.8357 -11.0079 19.9551
H -25.2446 -10.2888 15.5777
H -15.2282 -7.9119 6.9998
H -21.1122 -12.1706 3.8220
H -19.8076 -11.7131 15.0440
H -9.4238 -11.2410 22.7162
H -18.4247 -10.8231 15.4956
H -12.9288 -11.2896 23.7923
H -25.9549 -10.7500 11.4239
H -10.2354 -9.5964 20.8542
H -15.2920 -9.7277 3.8410
H -10.7781 -10.9274 10.9482
H -24.6588 -15.3659 19.1065
H -12.4452 -9.6334 24.0887
H -22.8504 -12.9658 2.2179
H -15.0359 -7.2405 4.3704
H -20.6052 -8.2091 25.8966
H -27.6203 -2.6538 15.2718
H -21.0376 -10.7532 24.0529
H -6.4205 -11.9606 7.8154
H -19.3262 -9.0402 24.9000
H -22.9751 -13.7722 5.1982
H -13.5690 -10.1477 22.6854
H -13.5246 -7.9681 6.8176
H -25.8648 -9.4721 12.6702
H -26.4796 -0.3903 13.4799
H -21.8037 -8.9762 6.5395
H -27.9932 -12.1001 12.0218
H -22.9096 -11.2174 2.4510
H -20.3544 -7.3484 20.3114
H -16.3345 -9.1806 4.9160
H -13.4087 -8.4445 3.0900
H -26.3678 -3.4180 13.1160
H -14.3382 -6.5355 6.3541
H -15.0125 -12.2632 7.6453
H -12.8142 -15.1093 14.0483
H -21.4513 -13.5504 5.5098
H -10.5609 -8.3728 4.0889
H -18.6147 -7.6616 20.7580
H -8.1832 -13.3743 11.0949
H -5.5100 -13.3714 8.4989
H -27.8917 -13.1779 13.2482
H -21.8719 -11.4092 6.1497
H -6.3291 -12.0434 10.2463
H -24.0478 -15.7627 21.7905
H -16.5170 -18.2160 14.0292
H -23.8937 -19.6270 22.4221
H -22.2411 -18.1059 22.1001
H -10.9013 -8.4940 21.9825
H -17.7041 -10.4785 13.0754
H -25.8123 -11.5847 13.7822
H -19.2644 -11.1557 12.6148
H -21.5670 -8.0468 5.1036
H -9.9724 -9.4219 10.5973
H -11.2678 -7.4653 2.6715
H -8.1868 -10.6656 9.1488
H -22.6778 -2.7984 12.9725
H -19.7956 -14.6717 9.9244
H -17.1023 -16.7687 13.8933
H -23.1256 -15.6722 18.2216
H -27.4164 -10.0109 11.8549
H -28.7788 -0.6381 13.5395
H -9.8417 -10.1155 23.7613
H -22.1107 -7.9549 23.8453
H -19.7561 -9.2882 22.3101
H -27.8335 -11.6347 15.2278
H -27.6907 -0.8494 15.4287
H -26.1791 -1.6050 15.5273
H -23.1241 -18.3241 24.1942
H -9.2500 -12.0585 9.2630
H -24.0583 -12.2203 3.2882
H -21.4028 -8.7466 21.7548
H -12.8251 -9.1699 4.5907
H -19.6539 -9.9275 14.7330
H -8.2267 -14.2201 9.9670
H -10.0008 -10.0918 12.2403
H -24.5278 -18.8542 21.0883
H -24.1359 -17.1055 23.9827
H -19.3454 -5.9935 20.8001
H -20.1536 -16.1105 9.6184
H -11.5435 -10.2085 18.9529
H -19.7414 -7.3616 24.7285
H -13.1463 -9.6641 18.8809
H -23.1625 -14.6004 19.5700
H -23.7934 -4.0410 13.4741
H -17.8686 -17.7442 14.7450
H -13.8471 -14.1647 14.6250
H -10.3427 -6.6783 3.9365
H -23.4273 -10.9375 5.2423
H -22.3703 -15.8019 21.5809
H -25.9752 -8.9177 16.5320
H -23.1592 -8.6912 5.4933
H -15.2128 -12.7776 9.0550
H -28.7004 -10.6424 14.0878
H -11.3918 -11.4386 21.7287
H -23.8143 -3.5459 11.8344
H -22.3964 -10.0762 24.6442
H -25.2290 -18.4625 22.6489
H -26.1793 -2.4044 11.7318
H -26.4683 -10.6027 16.7409
H -28.1006 -0.6562 12.1946
H -7.1110 -13.5490 7.7480
*
```

ΔE to the lowest compared entry with this formula, charge and spin (kJ/mol): 1060.9
Kohn-Sham gap (eV): 2.714
E_LUMO (eV): -2.7

Entry 2:
Molecular formula: C34H111N7O18
Method: DFT, ωB97M-V/def2-TZVPD

Geometry as ORCA input:
```
! RIJCOSX wB97M-V def2-TZVPD def2/J DEFGRID3
* xyz 0 1
O -23.8252 -12.7304 -19.7696
O -21.4406 -3.6411 -20.4891
O -19.6047 -11.3775 -20.9650
O -21.0700 -12.0719 -16.2502
O -27.4569 -8.4027 -14.6048
O -22.8447 -7.9717 -21.1285
O -18.1072 -6.6858 -23.1775
O -16.2704 -10.7407 -17.3653
O -20.8786 -7.4768 -13.3416
O -22.9498 -5.0090 -16.6138
O -23.9540 -5.3774 -24.7824
O -18.5401 -7.0153 -18.7553
O -20.7767 -5.3665 -18.5065
O -24.4593 -9.9297 -22.1870
O -22.2730 -3.8832 -23.2121
O -25.3235 -7.8113 -24.4435
O -26.0512 -4.7776 -19.7848
O -22.2270 -10.7218 -27.8754
N -28.6673 -5.8459 -20.6850
N -16.1179 -7.3041 -26.2370
N -24.0181 -7.2794 -15.5186
N -22.2413 -12.1678 -22.1327
N -19.1076 -12.9264 -18.0421
N -23.7530 -10.5543 -24.5095
N -20.8177 -9.9170 -18.9008
C -23.4054 -3.8191 -16.0032
C -17.3920 -6.1969 -18.5891
C -23.1013 -10.0840 -25.7483
C -22.8312 -13.6165 -20.2348
C -20.5695 -6.4863 -14.3805
C -17.5409 -5.0676 -19.5965
C -24.7369 -4.3177 -19.6565
C -25.9892 -6.9942 -16.8841
C -27.6481 -8.0133 -20.8774
C -16.5611 -5.2046 -25.1111
C -22.2450 -2.8389 -15.8647
C -26.0860 -8.5404 -14.8479
C -16.4932 -6.7135 -24.9510
C -21.7611 -14.5407 -22.3161
C -28.1062 -9.6440 -14.5953
C -22.6986 -13.4972 -21.7561
C -15.9549 -9.3635 -17.2594
C -21.9689 -9.1106 -25.3980
C -22.6816 -11.2578 -26.6566
C -21.7629 -11.6920 -28.7787
C -24.2694 -13.0336 -18.4636
C -25.4740 -7.2951 -15.4677
C -21.9555 -9.1337 -19.3826
C -21.5603 -8.3536 -20.6121
C -19.2944 -7.0054 -15.0232
C -17.5698 -11.0454 -17.7762
C -22.5139 -8.2420 -18.2857
C -17.6954 -12.5395 -17.8843
C -22.8280 -6.8752 -21.9981
C -16.9496 -13.2630 -19.0250
C -27.5176 -6.6257 -20.1964
C -26.2563 -5.9113 -20.5939
C -17.8098 -7.2854 -24.4195
C -19.4846 -6.6567 -22.8181
H -23.6749 -13.6035 -22.2393
H -24.9858 -8.7181 -24.3642
H -17.8585 -5.4382 -20.5758
H -22.9744 -11.0502 -24.0617
H -20.9033 -12.2157 -28.3531
H -18.6288 -7.1636 -25.1425
H -23.1813 -14.6570 -20.1510
H -20.2874 -12.3552 -16.7859
H -22.1958 -3.2035 -23.8862
H -25.8262 -9.4018 -15.4849
H -21.7658 -3.8151 -21.3921
H -26.8470 -8.6917 -20.5772
H -25.7688 -7.8256 -17.5602
H -25.4190 -6.6200 -20.5106
H -21.2952 -11.9988 -21.7917
H -23.5434 -11.8875 -26.9116
H -19.5067 -6.1630 -21.8484
H -18.4531 -7.1536 -14.3462
H -21.2579 -9.6098 -24.7384
H -26.0606 -7.8740 -25.0595
H -19.7941 -7.6987 -22.7076
H -17.1207 -5.7752 -17.6168
H -15.7453 -6.9070 -24.1780
H -15.0188 -9.3782 -16.7075
H -21.4501 -12.8889 -15.9165
H -21.0759 -4.8600 -19.2872
H -23.4407 -13.0910 -17.7540
H -20.0690 -6.0977 -23.5524
H -21.5308 -2.6914 -20.3749
H -20.9590 -7.4526 -20.4580
H -15.8942 -8.8380 -18.2151
H -20.9861 -8.9898 -21.2917
H -16.5531 -6.8146 -18.9128
H -23.0109 -7.3617 -18.7030
H -20.0362 -9.3639 -18.5587
H -21.3398 -5.0624 -17.7763
H -23.4151 -5.8102 -16.2903
H -21.6911 -7.8142 -17.7078
H -23.5932 -7.5374 -14.6298
H -17.1703 -14.3194 -18.9049
H -16.6721 -4.4337 -19.7861
H -26.2405 -5.6555 -21.6615
H -29.5179 -6.1327 -20.2121
H -21.8069 -14.5105 -23.4042
H -18.3841 -4.3982 -19.3974
H -24.2533 -6.2829 -24.5847
H -17.7306 -8.3732 -24.2810
H -24.2742 -3.3853 -16.5024
H -22.7437 -9.7890 -19.7602
H -22.5032 -2.0610 -15.1417
H -16.1297 -8.3178 -26.1411
H -24.3493 -11.3470 -24.7497
H -22.4571 -8.2213 -24.9948
H -17.2353 -12.8444 -19.9899
H -28.5043 -4.9011 -20.3402
H -22.2648 -7.0484 -22.9230
H -17.3813 -12.9208 -16.9075
H -21.3941 -6.4475 -15.0903
H -28.5929 -8.4677 -20.5806
H -23.8443 -6.6196 -22.2948
H -23.2345 -8.7101 -17.6207
H -22.7751 -4.6031 -23.6420
H -25.8049 -6.4398 -14.8694
H -17.8709 -10.6126 -18.7451
H -23.6600 -4.0618 -14.9632
H -18.7859 -10.9474 -21.2324
H -29.1896 -9.5510 -14.5389
H -24.2945 -4.1506 -20.6473
H -18.2887 -10.6042 -17.0718
H -19.2630 -13.9262 -18.0924
H -18.9462 -6.2687 -15.7538
H -16.9237 -7.1455 -26.8407
H -24.7159 -3.3608 -19.1357
H -23.9411 -9.1360 -21.9610
H -19.8974 -10.8950 -20.1546
H -16.9408 -4.7248 -24.2094
H -27.7488 -10.3472 -13.8361
H -22.1759 -2.3097 -16.8179
H -22.5301 -12.4305 -29.0490
H -27.5942 -6.7344 -19.1115
H -23.8777 -9.5483 -26.3041
H -21.9273 -15.5340 -21.9016
H -21.5150 -8.0794 -13.7354
H -19.3859 -12.6148 -18.9725
H -25.5022 -6.1236 -17.3248
H -15.8874 -13.0344 -18.8998
H -22.3449 -6.0146 -21.5216
H -19.3543 -6.4808 -18.7488
H -24.9840 -12.2479 -18.2200
H -25.4891 -8.8323 -13.9692
H -24.0355 -4.9751 -19.1294
H -24.8418 -13.9678 -18.4331
H -22.8403 -11.4969 -21.6568
H -21.9206 -11.8446 -26.1244
H -21.8948 -13.4590 -19.6897
H -17.2187 -4.9319 -25.9406
H -16.7266 -8.8228 -16.6994
H -27.6037 -7.8666 -21.9556
H -20.7458 -14.2183 -22.0618
H -23.7138 -8.0451 -16.1117
H -15.5665 -4.7978 -25.2919
H -21.4247 -8.6608 -26.2294
H -21.3299 -3.3031 -15.5068
H -27.9738 -10.1997 -15.5348
H -27.0596 -6.7988 -16.8497
H -24.7487 -4.9171 -25.0674
H -21.1093 -10.4971 -18.1180
H -24.5569 -9.8996 -23.1795
H -19.5007 -7.9736 -15.4794
H -21.5617 -11.2061 -29.7323
H -20.4867 -5.5642 -13.8077
*
```

Kohn-Sham gap (eV): 8.969
E_LUMO (eV): 0.2

Entry 3:
Molecular formula: C34H15Br2CaF5N5O3Se
Method: DFT, ωB97M-V/def2-TZVPD

Geometry as ORCA input:
```
! RIJCOSX wB97M-V def2-TZVPD def2/J DEFGRID3
* xyz -1 1
Br -0.2451 5.7736 -0.7617
Br -0.2644 4.5393 -6.2500
Se 0.9866 -2.2431 -0.0171
Ca -0.2650 0.6046 -0.0970
F -1.4749 -7.7889 -0.3770
F -0.2796 -6.9736 1.9232
F -1.5838 -6.0923 -2.5016
F -0.5432 -3.6653 -2.3553
F 0.7782 -4.5566 2.1260
O 5.7485 0.8166 5.1314
O 6.4925 0.9773 3.1261
O -0.1227 2.7079 -0.4766
N -0.0607 0.8116 -2.4714
N 5.5940 0.8648 3.9337
N 2.1260 0.6036 0.3220
N -8.1974 0.2380 0.0073
N 0.1886 0.5749 2.2571
C -0.7463 0.5187 3.1818
C 3.8890 0.7361 1.9738
C -3.4717 -0.6981 -0.4916
C -2.7153 0.4033 -0.0180
C -5.5943 0.3164 -0.0119
C -0.9955 -5.6969 -1.3627
C -0.0218 -0.1088 -3.4042
C 1.8521 0.6050 3.9725
C -0.4637 0.4892 4.5563
C 2.5358 0.6499 1.6116
C -3.5368 1.4569 0.4544
C -0.1598 3.1058 -1.7004
C -7.0463 0.2728 -0.0014
C -0.0596 0.2140 -4.7725
C -0.2237 3.9323 -4.4500
C 4.3941 0.7178 -0.3751
C 4.1816 0.7552 3.3982
C -0.1294 1.5232 -5.1390
C -0.1632 2.5452 -4.1600
C -0.3354 -6.1400 0.8727
C -0.2132 4.4371 -2.0954
C 3.0232 0.6313 -0.6354
C -0.1311 2.1437 -2.8101
C 0.1847 -3.9699 -0.1059
C -0.9434 -6.5594 -0.2901
C 0.8423 0.5370 4.9466
C 1.4906 0.6066 2.6372
C -4.9261 1.4371 0.4700
C -0.2472 4.8438 -3.4419
C -4.8586 -0.7606 -0.5014
C 4.8268 0.7705 0.9163
C 3.2393 0.6815 4.3331
C 0.2102 -4.8692 0.9505
C -0.4406 -4.4333 -1.2555
H -0.2912 5.8998 -3.6719
H 2.6445 0.5721 -1.6496
H -1.2722 0.4334 5.2712
H -0.0339 -0.5762 -5.5105
H 5.0977 0.7376 -1.1958
H -5.3837 -1.6317 -0.8774
H -1.7677 0.4910 2.8144
H -3.0680 2.3701 0.8225
H 1.1137 0.5229 5.9961
H 3.5237 0.6907 5.3761
H 0.0411 -1.1370 -3.0585
H 5.8790 0.8320 1.1279
H -2.9477 -1.5724 -0.8751
H -5.5008 2.2774 0.8427
H -0.1590 1.8039 -6.1837
*
```

Kohn-Sham gap (eV): 5.465
E_LUMO (eV): 0.5

Entry 4:
Molecular formula: C34H19BrN8O2S2SeSr
Method: DFT, ωB97M-V/def2-TZVPD

Geometry as ORCA input:
```
! RIJCOSX wB97M-V def2-TZVPD def2/J DEFGRID3
* xyz 0 1
Sr 0.2218 0.0039 -1.3181
Br -4.8347 -5.7411 -0.1641
Se -1.0003 7.7850 1.6381
S 2.1541 -2.0587 -2.4104
S 0.6881 0.1815 -4.2996
O -1.5320 -1.8900 -1.9098
O -0.6997 -1.2651 0.5510
N 7.5446 -1.2330 -5.5518
N -1.3503 2.0225 -0.8286
N 0.4768 6.7360 1.4911
N -2.0841 6.4163 1.0246
N 5.7297 1.3764 -7.4165
N -2.0025 -3.5501 3.9301
N -0.6313 -1.9685 3.2113
N 1.2733 2.2253 -0.1299
C 0.1116 5.5570 1.0475
C -0.9073 3.1542 -0.2400
C -1.5627 -2.2453 0.4168
C 5.0299 -1.0258 -5.0242
C -1.3270 5.4011 0.7669
C -3.5661 2.9831 -0.8132
C 0.4434 3.2726 0.1446
C 0.9798 4.4494 0.7467
C 0.0783 -1.5314 6.8541
C -1.5146 -2.8958 2.8003
C -2.0681 -2.6260 -0.8497
C -0.8220 -2.5215 7.2795
C 2.5741 2.3276 0.2733
C -3.0678 -3.6154 -1.0456
C 4.3627 -0.0195 -5.7365
C 2.3141 4.5828 1.0387
C -2.6606 1.9922 -1.1205
C 3.1364 3.4475 0.8622
C 3.0289 0.3042 -5.5321
C -0.4785 -1.9888 4.6320
C -1.7992 -2.2207 -3.3242
C -1.7747 4.2001 0.1277
C 6.4086 -1.1893 -5.2974
C -1.4112 -2.9555 5.0328
C 0.3007 -1.2444 5.4744
C 5.1015 0.7347 -6.6636
C -2.8824 -4.1864 1.3053
C -3.1459 4.1224 -0.1568
C -3.4511 -4.4146 0.0270
C 4.2820 -1.6876 -4.0512
C -1.6120 -3.2007 6.3698
C -1.9912 -3.1203 1.4896
C 2.2753 -0.3167 -4.5281
C 2.9559 -1.3570 -3.7079
H 2.6682 5.4961 1.5092
H -4.5457 2.7820 -1.1512
H -3.5531 -3.7351 -2.0146
H -3.7637 4.9926 0.1398
H 0.5576 -0.9732 7.6364
H -3.0159 1.1237 -1.6333
H -0.3364 -1.2906 2.4987
H 4.1825 3.4551 1.0779
H -1.3905 -1.4083 -3.9092
H -2.8617 -2.2559 -3.5470
H -2.8716 -4.0505 3.9466
H -0.8755 -2.8191 8.3330
H 4.6555 -2.5383 -3.4982
H -3.1638 -4.8241 2.1541
H 2.5087 1.0695 -6.1279
H -2.3156 -3.9655 6.7403
H -1.3345 -3.1505 -3.6371
H 1.0220 -0.5558 5.0416
H 3.1394 1.4416 0.0258
*
```

ΔE to the lowest compared entry with this formula, charge and spin (kJ/mol): 7.3
Kohn-Sham gap (eV): 3.824
E_LUMO (eV): -1.9